Density functional theory data (ωB97M-V with the def2-TZVPD basis set) for a 7-piece molecular cluster, C36H59ClN2O12 overall in a non-equilibrium geometry.

* electronic energy: -2879.65902 Eh
* HOMO: -0.3210 Eh
* SMILES: Cc1cccc(C[C@@](Cl)(C#N)CC#N)c1.CCOC(C)=O.CCOC(C)=O.CCOC(C)=O.CCOC(C)=O.CCOC(C)=O.CCOC(C)=O
* M: 747.32 g/mol

Last column: Löwdin charge in e.
Geometry (Å):
H 0.678 0.842 9.215  0.1141
C -1.593 0.458 -0.478  -0.1453
C 0.993 -1.374 -1.578  -0.2081
Cl -2.980 -1.914 -0.655  0.6643
C 3.807 -0.892 -0.840  -0.0345
H 3.058 -1.204 -4.203  0.1131
H -3.893 -1.226 5.448  0.0702
H 4.043 -1.402 -7.095  0.0652
H -0.803 -2.547 -2.235  0.1102
H 6.438 -0.577 -7.108  0.0960
C 1.556 -0.018 -1.553  -0.0174
H 5.990 -0.349 9.699  0.1152
O -1.382 -1.434 -6.862  -0.0004
H -5.911 -1.293 3.147  0.1206
H 4.861 -0.691 -0.528  0.1043
H 3.375 -2.712 -6.140  0.0872
H -7.908 3.808 -8.134  0.1150
H 6.450 -2.776 10.409  0.0674
H 1.782 -1.339 6.772  0.0986
H 5.492 -0.932 11.625  0.0680
O -0.252 1.148 7.370  0.0104
O 4.287 -1.501 9.326  -0.0106
H -3.096 0.688 -6.724  0.0519
H -1.245 -0.316 2.910  0.0533
H -7.337 3.351 -9.722  0.1224
H 2.968 2.293 -0.270  0.0840
H -1.825 -0.065 4.572  0.0648
C -2.522 1.015 -1.599  -0.1913
C 2.958 0.258 -1.173  -0.2371
N -0.028 -1.841 1.603  0.1976
C 5.676 -1.216 9.113  -0.2309
C 3.757 -0.929 -4.995  -0.2277
C -1.352 -1.094 -0.642  -0.6992
C 1.368 2.704 8.308  -0.0665
H 0.950 3.515 7.709  0.0840
H -2.074 -1.345 -8.767  0.1205
H -0.516 2.117 9.132  0.1232
H -0.654 1.065 -0.376  0.1225
H 1.427 -3.581 -1.273  0.1129
H -3.723 -1.333 -5.616  0.0731
C -2.887 -1.332 -4.921  0.0155
H 4.658 -2.402 12.176  0.0992
H 3.717 0.159 -5.078  0.1145
H 0.893 0.846 -1.821  0.1082
H -1.854 0.974 -7.926  0.0841
O 2.482 -1.592 10.595  0.0993
H -5.833 5.310 -7.914  0.0673
O -5.369 1.429 -6.547  0.0919
N -3.063 1.277 -2.577  0.1480
H 2.350 -1.330 -6.579  0.0806
H -3.523 0.646 -8.438  0.0794
H -7.124 4.145 -6.251  0.0674
H -2.155 0.610 0.495  0.0991
O 5.053 -1.361 -4.553  -0.0031
C 1.712 -0.263 6.934  0.0190
H -5.529 -0.600 5.494  0.0828
O -4.472 0.134 3.149  -0.0038
C -0.608 -1.587 0.649  -0.2103
H 2.019 -0.089 7.963  0.0540
H -2.384 -1.441 3.594  0.0775
C -2.751 0.387 -7.712  -0.0722
H -5.258 -2.345 5.302  0.0804
H 5.769 -0.931 8.064  0.1232
C -7.006 3.677 -8.735  -0.2330
H 3.919 -3.123 -0.598  0.0984
C -0.538 -1.493 -1.965  -0.1392
H -3.318 -1.715 -7.596  0.1176
O -0.302 -0.294 5.698  0.0848
C 3.248 -2.267 -0.873  -0.0533
C -4.892 -1.353 5.027  -0.0650
O -6.195 2.616 -8.217  -0.0024
C -4.892 -1.183 3.521  -0.2357
H 4.524 1.881 -1.172  0.0794
O -2.918 1.604 2.587  0.0753
O 7.252 -1.179 -4.488  0.0956
C 6.532 -2.439 9.375  -0.0654
C 3.679 -1.478 10.526  -0.5303
H -0.780 -0.824 -2.833  0.1053
C -6.207 4.958 -8.877  -0.0672
H -6.647 3.025 -5.002  0.0952
C 4.520 -1.398 11.774  0.0101
C 0.309 1.656 8.587  -0.2248
H 1.755 3.118 9.241  0.0807
C 0.303 0.171 6.632  -0.4935
C 1.841 -2.538 -1.251  -0.0295
C 6.214 -0.862 -5.009  -0.5341
H -5.429 4.109 -5.714  0.1001
O -0.646 -2.092 -4.885  0.0754
C -5.944 2.422 -6.908  -0.5151
H -4.292 -1.941 3.012  0.1114
H 2.959 2.274 -2.071  0.0790
C 3.403 1.757 -1.167  -0.0769
H -2.814 -0.353 -4.445  0.0625
H -5.336 4.793 -9.513  0.0842
H 7.582 -2.225 9.164  0.0833
H 6.963 0.794 -6.101  0.0900
H 2.397 0.251 6.259  0.1003
C -3.185 0.515 3.041  -0.5221
C -1.562 -1.674 -5.553  -0.5151
C -2.438 -1.092 -7.770  -0.2239
C 3.355 -1.629 -6.277  -0.0581
H 2.205 2.292 7.741  0.0663
C -2.107 -0.389 3.569  -0.0085
C -6.311 3.502 -5.922  0.0140
H 5.261 0.545 -6.390  0.0660
H -3.112 -2.086 -4.166  0.0885
H -6.821 5.747 -9.317  0.0822
H 3.993 -0.785 12.504  0.0928
H 6.208 -3.270 8.746  0.0862
C 6.202 0.024 -6.229  0.0056

Forces on the atoms, in the same order (eV/Å):
0.054 -0.015 -0.116
-1.668 0.628 0.495
1.374 0.512 -0.324
0.524 0.291 0.047
-2.340 -0.137 -0.431
0.245 -0.034 0.111
-0.003 -0.096 -0.070
-0.051 0.087 0.018
0.302 1.022 0.206
0.006 0.021 0.052
1.362 -1.622 0.592
-0.052 -0.078 0.077
0.489 -0.389 -0.147
0.092 0.229 -0.096
-1.034 -0.446 -0.384
-0.094 0.068 0.086
0.096 0.009 0.071
0.066 0.095 -0.007
0.001 0.116 -0.213
0.067 -0.177 -0.048
-0.592 -0.031 -0.040
-0.343 0.212 -0.449
-0.127 -0.063 -0.116
0.031 0.237 0.292
0.116 -0.203 0.121
0.598 -0.654 -0.849
-0.157 -0.025 -0.333
2.192 -1.360 1.198
-1.226 -1.776 -0.259
0.051 -0.266 0.070
0.260 -0.162 0.124
-0.210 -0.081 -0.241
0.819 -0.093 0.300
0.110 0.030 -0.167
-0.048 -0.019 0.104
0.192 -0.123 0.187
-0.103 -0.123 -0.220
-0.874 -0.762 -0.415
0.536 1.264 0.030
0.040 0.231 -0.021
-0.352 -0.469 -0.155
-0.032 0.044 -0.018
0.100 -0.032 -0.058
0.769 -0.933 0.150
0.015 -0.125 -0.117
0.271 0.141 -0.368
-0.113 0.020 -0.011
-0.308 0.108 -0.390
-0.242 0.278 0.144
0.009 -0.050 0.071
-0.003 -0.020 0.084
0.134 0.109 -0.087
0.640 -0.071 -1.041
0.074 -0.077 0.515
0.067 -0.342 0.501
-0.057 -0.070 -0.085
-0.435 0.359 -0.429
-1.110 1.001 -2.242
0.050 0.098 -0.048
-0.026 0.013 0.138
0.173 0.137 0.149
-0.008 0.036 -0.028
-0.260 -0.017 0.059
0.056 0.297 0.035
-0.794 0.993 -0.366
1.062 -0.246 1.335
0.033 0.062 0.122
0.261 0.267 0.810
-1.225 1.438 -0.489
0.132 0.073 0.156
-0.042 -0.488 -0.315
0.087 -0.139 0.253
-1.244 -0.175 0.016
-0.467 -0.221 -0.137
-0.392 -0.018 0.072
-0.031 -0.148 0.123
-0.062 -0.260 0.417
0.063 -0.617 1.054
0.146 0.067 0.105
0.288 -0.031 -0.008
0.228 0.555 0.117
0.300 0.082 0.097
-0.042 -0.016 -0.022
0.472 -0.079 -0.230
1.222 2.631 0.184
0.226 -0.087 -0.269
-0.025 -0.058 0.012
0.023 0.060 -0.549
0.219 0.199 0.443
0.085 0.077 0.066
0.646 -0.590 0.918
-0.245 -0.321 -0.028
-0.058 -0.033 -0.017
-0.109 -0.024 -0.049
-0.049 0.003 -0.013
0.133 -0.234 -0.051
-0.064 -0.031 -0.019
0.588 -0.177 0.387
-0.242 0.217 0.340
-0.221 0.326 -0.079
0.109 -0.020 -0.176
0.002 -0.040 0.109
-0.400 -0.198 -0.492
-0.603 0.032 0.124
-0.059 -0.164 -0.101
0.189 0.160 0.123
0.017 -0.045 0.000
-0.130 -0.241 -0.011
0.034 0.105 -0.057
-0.172 0.600 0.089